1.
ORCA calculation (wB97M-V/def2-TZVPD) on an isolated molecule of H2N2O2 at a distorted geometry.

gap between HOMO and LUMO = 0.4449 Ha
ΔE to the lowest compared entry with this formula, charge and spin = 34.1 kcal per mole
charge = 0
HOMO = -11.5 eV
SMILES = N[N+](=O)[O-]

Structure (XYZ):
```
6
Properties=species:S:1:pos:R:3:forces:R:3
N 0.369 -0.492 -0.306 1.0 -2.2 -1.6
N -0.141 0.600 0.317 0.0 -1.9 -0.7
O -0.167 0.515 1.509 -0.3 0.8 1.4
O -0.462 1.483 -0.419 -0.5 1.5 -0.1
H 0.353 -1.398 0.133 0.0 0.5 1.5
H 0.048 -0.709 -1.234 -0.2 1.3 -0.5
```
Positions in Å, forces in eV/Å.

The computed Mulliken charges, all in e, follow: number 1, N, carries -0.508; number 2, N, carries 1.134; number 3, O, carries -0.580; number 4, O, carries -0.578; number 5, H, carries 0.269; number 6, H, carries 0.263

=====

2.
ORCA calculation (wB97M-V/def2-TZVPD) on a 2-piece molecular cluster, H2N2O2S overall at a distorted geometry.

gap between HOMO and LUMO = 0.2577 Ha
ΔE to the lowest compared entry with this formula, charge and spin = 6.6 kcal per mole
charge = 0
HOMO = -9.1 eV

Structure (XYZ):
```
7
Properties=species:S:1:pos:R:3:forces:R:3
N 0.417 -0.947 1.684 0.2 2.5 0.8
N 0.030 -1.952 1.137 -1.5 0.1 -3.4
O 0.983 2.160 -1.740 -2.0 -0.2 0.0
O -0.692 0.610 -0.788 0.0 1.8 -1.2
S -0.423 1.800 -1.606 1.9 -1.6 1.2
H 0.135 -0.054 1.144 0.6 -1.2 0.8
H -0.449 -1.617 0.169 0.7 -1.4 1.9
```
Positions in Å, forces in eV/Å.

The computed Mulliken charges, all in e, follow: number 1, N, carries -0.247; number 2, N, carries -0.204; number 3, O, carries -0.349; number 4, O, carries -0.405; number 5, S, carries 0.704; number 6, H, carries 0.270; number 7, H, carries 0.230

=====

3.
ORCA calculation (wB97M-V/def2-TZVPD) on a 2-piece molecular cluster, H2N2O3 overall at a distorted geometry.

gap between HOMO and LUMO = 0.3975 Ha
ΔE to the lowest compared entry with this formula, charge and spin = 8.7 kcal per mole
charge = 0
HOMO = -9.9 eV
SMILES = N#[N+][O-].OO

Structure (XYZ):
```
7
Properties=species:S:1:pos:R:3:forces:R:3
N 1.875 0.046 0.177 0.7 0.6 -0.3
N 2.252 0.565 1.077 0.0 0.4 1.5
O 1.610 -0.422 -0.856 -0.8 -1.0 -1.3
O -1.670 -0.506 -0.418 -1.5 -2.7 -1.8
O -1.086 0.568 0.240 -0.9 0.6 3.0
H -1.644 0.415 1.119 2.0 0.9 -2.5
H -1.337 -0.667 -1.340 0.4 1.2 1.4
```
Positions in Å, forces in eV/Å.

The computed Mulliken charges, all in e, follow: number 1, N, carries 0.821; number 2, N, carries -0.311; number 3, O, carries -0.507; number 4, O, carries -0.377; number 5, O, carries -0.306; number 6, H, carries 0.363; number 7, H, carries 0.317

=====

4.
ORCA calculation (wB97M-V/def2-TZVPD) on an isolated ion of composition H2N2O4S and charge -2 at a distorted geometry.

gap between HOMO and LUMO = 0.1835 Ha
ΔE to the lowest compared entry with this formula, charge and spin = 39.2 kcal per mole
charge = -2
HOMO = 2.0 eV
SMILES = O=S(=O)([O-])NN[O-]

Structure (XYZ):
```
9
Properties=species:S:1:pos:R:3:forces:R:3
N -1.493 0.443 0.486 1.8 1.2 1.8
N -0.318 -0.637 0.548 0.7 4.3 2.4
O -2.539 0.209 -0.309 0.5 -0.3 -1.0
O 0.968 0.163 -1.589 0.1 -0.7 1.7
O 1.494 1.279 0.516 -1.1 -2.9 -0.4
O 2.042 -1.218 0.236 -1.1 2.0 -0.7
S 1.107 -0.066 -0.107 2.7 0.8 -0.8
H -0.783 1.210 0.210 -2.0 -0.6 -0.4
H -0.476 -1.383 0.009 -1.5 -3.8 -2.7
```
Positions in Å, forces in eV/Å.

The computed Mulliken charges, all in e, follow: number 1, N, carries -0.219; number 2, N, carries -0.287; number 3, O, carries -0.779; number 4, O, carries -0.648; number 5, O, carries -0.709; number 6, O, carries -0.710; number 7, S, carries 0.887; number 8, H, carries 0.258; number 9, H, carries 0.207